[1]
Below is a structure of composition C22H49CeN2OP3Se, with properties calculated with ωB97M-V/def2-TZVPD.

## Properties
<S²>: 0.75
Multiplicity: 2
HOMO-LUMO gap (spin up / spin down) in Ha: 0.2443 / 0.2500
Total charge: +3

Atoms and positions in Å:
Ce  1.65359  -0.31817  0.23343
P  1.45876  0.54787  2.79245
P  -2.13039  -0.93711  0.08205
P  -0.30535  2.07506  0.05129
H  4.82005  1.21984  -2.83995
C  4.66681  1.81526  -1.93949
C  3.74882  1.49677  -1.03136
H  2.92510  0.80018  -1.32490
C  2.83642  -0.67580  3.15557
C  0.19243  0.17002  3.98770
C  2.16504  2.13471  3.18304
C  -3.30463  -0.71767  -1.33012
C  -2.53166  -2.70978  0.42027
C  -3.20246  -0.14176  1.34446
C  0.92509  3.44385  -0.26160
C  -1.15582  2.82900  1.51510
C  -1.58154  2.66696  -1.18339
H  5.27108  2.73855  -1.82904
H  3.81687  1.90977  -0.02371
H  3.82366  -0.18436  3.01743
H  2.78559  -1.62215  2.55488
H  2.69435  -0.91948  4.22916
H  -0.11483  -0.88164  3.89531
H  -0.64713  0.82975  3.73603
H  0.63732  0.39339  4.96151
H  3.03470  2.31705  2.54032
H  2.46318  2.08759  4.23046
H  1.42215  2.92198  3.03291
H  -4.17344  -1.38785  -1.22755
H  -2.75042  -0.98116  -2.23978
H  -3.65095  0.32270  -1.40965
H  -3.59342  -2.93678  0.21730
H  -2.31176  -2.93077  1.47333
H  -1.88682  -3.36076  -0.18989
H  -4.04342  -0.80246  1.59278
H  -3.59840  0.80764  0.96822
H  -2.61446  0.07964  2.24018
H  0.36627  4.38802  -0.40519
H  1.49644  3.16838  -1.16166
H  1.60496  3.48999  0.60145
H  -1.39828  3.88622  1.30934
H  -0.52681  2.76473  2.40896
H  -2.07954  2.27599  1.72603
H  -1.55873  3.77920  -1.19771
H  -2.57178  2.31216  -0.84551
H  -1.35570  2.23789  -2.18141
C  0.98711  1.10131  -4.19688
C  2.30465  1.57649  -4.34680
C  2.51447  2.93982  -4.58358
C  1.48921  3.82114  -4.91538
C  0.21312  3.25506  -5.04402
C  -0.04745  1.92978  -4.66228
Se  0.28828  -0.31083  -3.08968
H  1.63043  -0.12316  -2.40909
H  3.14968  0.88810  -4.13783
H  3.47036  3.37930  -4.34843
H  1.58833  4.91598  -5.01419
H  -0.60616  3.87499  -5.39419
H  -1.06241  1.55475  -4.56141
C  1.98667  -3.63567  -2.17264
N  1.66607  -4.38300  -0.94817
C  2.04337  -5.78693  -0.92255
C  1.36141  -3.71268  0.18149
O  1.58638  -2.43251  0.24532
N  0.78818  -4.30698  1.23841
C  0.39463  -5.70749  1.29270
C  0.52603  -3.53960  2.47129
H  2.25232  -4.39442  -2.92840
H  2.84276  -2.94763  -2.02104
H  1.11757  -3.04418  -2.51989
H  2.61311  -6.00427  -0.01147
H  1.15725  -6.42945  -1.00903
H  2.68372  -5.94497  -1.79302
H  1.29613  -6.33593  1.40161
H  -0.26568  -5.84033  2.16333
H  -0.16809  -5.98489  0.38889
H  0.05340  -2.54913  2.29059
H  -0.17796  -4.11797  3.10706
H  1.45594  -3.36779  3.05628

[2]
Below is an isolated molecule of C6H9NS, with properties calculated with ωB97M-V/def2-TZVPD.

## Properties
HOMO-LUMO gap in Ha: 0.3435
SMILES string: CC1=CCC/C1=N\S

Atoms and positions in Å:
C  -0.78889  2.13214  0.00896
C  -0.65924  0.64633  -0.00463
C  -1.58366  -0.30534  -0.05759
C  -1.03763  -1.70614  -0.03595
C  0.50390  -1.45457  0.02167
C  0.67226  0.02126  -0.01253
H  -0.53211  2.56278  1.02556
H  -1.83776  2.40793  -0.23585
H  -0.14281  2.61882  -0.74955
H  -2.66677  -0.11201  -0.05045
H  -1.37409  -2.21825  0.88848
H  -1.35222  -2.34657  -0.85356
H  0.89344  -1.90735  0.92339
H  0.99556  -1.94496  -0.82338
H  3.94801  1.00843  0.05430
N  1.71557  0.72293  -0.08397
S  3.24644  -0.12543  -0.01490

[3]
Below is an isolated molecule of C4H6O2, with properties calculated with ωB97M-V/def2-TZVPD.

## Properties
HOMO-LUMO gap in Ha: 0.3199
SMILES string: O[C@]12C[C@@]1(O)C2

Atoms and positions in Å:
C  0.86022  -0.23021  0.75195
C  -1.03045  -0.55437  -0.37672
C  0.56196  -0.48247  -0.66276
C  -0.25690  0.53576  0.06211
O  1.28315  -0.77964  -1.74902
O  -0.47073  1.90861  -0.03740
H  0.61613  -0.89819  1.49613
H  1.80320  0.26470  0.92967
H  -1.52735  -0.26847  -1.24025
H  -1.31605  -1.35546  0.22276
H  1.42784  -0.16077  -2.39707
H  0.22839  2.42970  -0.55860

[4]
Below is a structure of composition C23H24AuN5O6Se, with properties calculated with ωB97M-V/def2-TZVPD.

## Properties
HOMO-LUMO gap (spin up / spin down) in Ha: 0.2430 / 0.2428

Atoms and positions in Å:
Au  0.90267  0.35757  0.09204
C  0.10967  0.72874  4.19532
C  0.42604  1.56443  2.92859
C  -0.51078  2.79545  2.94876
C  0.00223  0.72822  1.78999
C  1.89890  1.93817  2.87494
C  2.86183  0.93566  2.97947
C  4.21136  1.23135  2.90737
C  4.62998  2.54373  2.72096
C  3.68480  3.54762  2.61212
C  2.32877  3.24630  2.68998
H  -0.96342  0.56475  4.29101
H  0.46172  1.27820  5.06896
H  0.60468  -0.24135  4.18295
H  -1.54797  2.47275  3.04129
H  -0.42524  3.39297  2.04278
H  -0.26856  3.41562  3.81351
H  -1.06174  0.49608  1.91651
H  2.55325  -0.09576  3.09898
H  4.94033  0.43568  2.99148
H  5.68460  2.77721  2.65924
H  3.99442  4.57349  2.46146
H  1.61523  4.05230  2.59715
N  2.71014  -1.60772  -1.60694
C  2.21231  -0.69147  -1.11238
H  3.00519  -2.50681  -1.95472
O  -3.04769  -0.67148  -1.48788
C  -1.88246  -1.08778  -1.51797
O  -0.82022  -0.44339  -1.70941
C  -1.69832  -2.59414  -1.27290
C  -2.74252  -3.36263  -0.77493
C  -2.54072  -4.71488  -0.56681
C  -1.35003  -5.35438  -0.84857
C  -0.34016  -4.55858  -1.35163
C  -0.48722  -3.20256  -1.56807
N  0.95588  -5.20385  -1.66639
O  1.84438  -4.50642  -2.13721
O  1.06526  -6.38706  -1.45584
N  -3.64990  -5.53307  -0.02222
O  -4.65442  -4.95076  0.32142
O  -3.47794  -6.73224  0.04479
H  -3.69292  -2.89582  -0.56036
H  -1.22252  -6.41217  -0.68379
H  0.30938  -2.59885  -1.96817
C  1.13319  1.90014  -3.88157
N  -0.22942  1.95398  -3.38854
C  -1.34733  1.53802  -4.07971
C  -2.40364  1.72367  -3.26332
N  -1.92108  2.26083  -2.09522
C  -2.73403  2.51419  -0.91526
C  -0.58681  2.37701  -2.16493
Se  0.56189  2.96857  -0.81083
H  1.10388  1.87297  -4.96802
H  1.63697  1.01059  -3.50181
H  1.67413  2.78087  -3.54540
H  -1.28670  1.14593  -5.07745
H  -3.44519  1.49761  -3.39279
H  -3.65013  3.01094  -1.22678
H  -2.16897  3.16129  -0.24994
H  -2.96506  1.56024  -0.44332

[5]
Below is a structure of composition C23H43N7SYb, with properties calculated with ωB97M-V/def2-TZVPD.

## Properties
<S²>: 0.77
Multiplicity: 2
HOMO-LUMO gap (spin up / spin down) in Ha: 0.2740 / 0.1244
Total charge: +3

Atoms and positions in Å:
Yb  -0.57024  0.15487  -1.00395
C  -2.64633  -1.56338  -2.81390
C  -3.05985  -1.85246  -1.34362
N  -2.07203  -1.60805  -0.30533
C  -1.20098  -2.76323  0.05718
C  0.22185  -2.85773  -0.60715
N  1.01878  -1.65148  -0.35341
C  2.35367  -1.67786  -0.96846
C  2.42071  -1.24842  -2.42182
C  2.70130  0.26159  -2.62644
N  1.48710  1.11827  -2.45430
C  0.79608  1.42559  -3.76751
C  -0.44105  0.56734  -4.11437
N  -1.53916  0.70118  -3.12517
C  -2.75769  -0.12347  -3.36503
H  -1.62383  -1.98309  -3.00240
H  -3.33032  -2.12842  -3.47145
H  -3.94047  -1.22305  -1.06909
H  -3.34012  -2.97364  -1.31812
H  -2.42634  -1.17418  0.53111
H  -1.00224  -2.65279  1.15869
H  -1.65959  -3.69167  -0.19844
H  0.68463  -3.78512  -0.24554
H  0.17611  -3.02910  -1.70858
H  1.11841  -1.52582  0.63820
H  3.02014  -1.03943  -0.31290
H  2.79092  -2.68000  -0.90897
H  3.27953  -1.77453  -2.87746
H  1.53132  -1.47879  -3.03830
H  3.41221  0.48453  -1.84026
H  3.15030  0.47039  -3.58825
H  1.65154  1.99455  -1.93574
H  0.40702  2.45153  -3.69411
H  1.50011  1.36459  -4.61589
H  -0.77812  1.00093  -5.11942
H  -0.22383  -0.49542  -4.30871
H  -1.82031  1.67014  -3.06514
H  -3.59727  0.36746  -2.93410
H  -2.88844  -0.20319  -4.44259
C  -1.33822  -1.90652  4.01330
C  0.12348  -1.47008  3.72716
C  1.15077  -2.42174  3.90472
C  2.49909  -2.02395  3.94471
C  3.48252  -3.10657  4.16238
C  2.78119  -0.69174  3.57931
C  1.77730  0.23859  3.30086
C  2.10685  1.65947  2.84438
C  0.44344  -0.21237  3.25887
H  -1.67688  -2.53444  3.16016
H  -2.01712  -1.00405  4.06806
H  -1.34700  -2.50103  4.97930
H  0.85780  -3.47148  3.98448
H  3.69240  -3.21283  5.25590
H  4.38930  -2.97592  3.56022
H  3.08020  -4.09483  3.95404
H  3.84864  -0.37072  3.57614
H  1.39289  1.98903  2.08992
H  3.08673  1.73558  2.38240
H  2.08093  2.33428  3.70099
H  -0.33802  0.51095  2.89789
C  -0.42459  6.02938  -0.08302
C  -0.00806  4.54050  -0.32673
C  -1.03280  3.51738  0.05490
N  -0.65397  2.31558  0.38265
N  -1.75215  1.55725  0.86413
C  -2.89252  2.19866  0.71499
N  -4.10411  1.65576  0.97010
S  -2.74587  3.83761  0.05511
H  0.49728  6.64523  -0.00873
H  -0.96932  6.14112  0.85777
H  -1.07224  6.37455  -0.89672
H  0.89737  4.30740  0.25780
H  0.27214  4.36669  -1.35658
H  -4.06169  0.84102  1.57777
H  -4.82931  2.35359  1.17212

[6]
Below is a cluster of 2 separate species, H3O3PS in total, with properties calculated with ωB97M-V/def2-TZVPD.

## Properties
HOMO-LUMO gap in Ha: 0.3701

Atoms and positions in Å:
O  0.41789  -2.08425  1.53842
O  -0.96563  -0.25000  2.34121
O  -0.05739  0.87253  -0.45571
P  0.53501  -0.71038  1.91090
S  0.39872  0.98629  -1.81973
H  -0.84957  1.10252  -2.55900
H  -1.13276  0.76291  2.27810
H  0.46800  2.46673  -2.14236

Listing ΔE to the lowest compared entry with this formula, charge and spin for the structures above in their given order: 0.000 0.759 4.276 0.025 1.704 4.120 eV.
Listing energy for the structures above in their given order: -4952.04431 -686.93492 -306.34917 -4152.93856 -2841.45664 -967.02278 a.u..
Listing strongest force on any atom for the structures above in their given order: 2.4 1.6 4.3 0.8 2.8 4.4 eV Å⁻¹.